Computed, not measured: a structure of composition C26H36F5HgN2OTe, with ωB97M-V/def2-TZVPD.

```
72
Properties=species:S:1:pos:R:3:forces:R:3
Hg 1.068011 -0.733521 0.249377 0.24 0.11 0.05
C -2.996613 -2.903388 -3.365742 0.09 -0.03 0.04
C -1.625090 -3.415114 -2.872657 0.08 0.18 0.05
C -0.377006 -2.687671 -3.403519 -0.16 0.02 0.04
C -1.579078 -3.714079 -1.370065 0.02 -0.03 -0.03
C -1.752913 -5.070202 -1.082966 -0.08 0.04 0.09
C -1.703635 -5.592297 0.195963 0.01 0.07 -0.06
C -1.456761 -4.725033 1.241164 0.04 0.00 0.06
C -1.263757 -3.369334 1.023828 -0.09 -0.10 0.33
C -1.017098 -2.490912 2.242638 -0.01 -0.04 0.12
C -2.257309 -2.450818 3.142047 0.02 0.03 -0.02
C 0.212675 -2.946755 3.032690 -0.06 -0.09 0.05
C -1.322320 -2.826833 -0.278710 -0.06 -0.11 -0.05
N -1.062570 -1.449056 -0.304103 0.28 0.36 -0.43
C -1.584228 -0.601183 -1.178864 -0.05 -0.10 -0.11
C -1.400872 0.789863 -1.209290 0.03 0.10 -0.11
N -0.723353 1.537832 -0.358943 -0.08 -0.30 0.10
C -0.943473 2.909766 -0.468070 0.06 0.24 0.00
C -2.254730 3.448460 -0.526862 -0.03 -0.01 0.04
C -2.432059 4.812610 -0.752943 -0.02 0.01 -0.03
C -1.360670 5.674407 -0.878043 0.04 -0.07 0.00
C -0.081036 5.161301 -0.704992 -0.05 0.04 0.04
C 0.151624 3.813580 -0.473084 0.03 -0.03 -0.01
C 1.581485 3.378280 -0.216512 0.03 -0.01 -0.08
C 2.135521 2.456455 -1.305027 -0.09 0.00 0.00
C 1.741501 2.816081 1.199129 0.03 -0.07 -0.10
C -3.500163 2.622740 -0.226551 0.01 -0.01 0.01
C -4.275593 3.206812 0.960166 0.02 -0.02 0.01
C -4.427868 2.486935 -1.435400 0.00 0.03 -0.01
H -2.937405 -2.629020 -4.422688 0.01 -0.01 0.01
H -3.406146 -2.057032 -2.819798 0.07 0.06 0.02
H -3.727126 -3.711272 -3.268510 -0.01 0.02 0.00
H -1.575144 -4.403474 -3.334654 0.09 -0.03 0.01
H -0.058888 -1.839480 -2.805547 -0.03 0.12 0.05
H -0.543768 -2.341651 -4.427872 0.00 -0.01 0.01
H 0.463803 -3.382238 -3.411942 0.03 0.06 0.06
H -1.912676 -5.747389 -1.915471 0.00 0.01 0.00
H -1.826226 -6.655401 0.365349 -0.01 0.01 0.00
H -1.394625 -5.106922 2.253054 0.00 0.00 0.04
H -0.842568 -1.466707 1.917306 0.00 -0.15 0.05
H -2.505350 -3.445218 3.523640 0.00 -0.01 0.01
H -3.124533 -2.072387 2.596282 -0.01 0.00 0.00
H -2.076749 -1.793635 3.996784 0.00 -0.01 0.00
H 0.014636 -3.884973 3.559239 -0.05 -0.08 0.02
H 0.496515 -2.183041 3.758481 0.00 -0.07 -0.09
H 1.069056 -3.103725 2.376440 -0.01 0.07 0.05
H -2.245450 -0.952409 -1.949451 -0.17 -0.21 -0.18
H -1.886971 1.268185 -2.066111 -0.07 0.04 0.11
H -3.441487 5.207254 -0.817076 0.00 -0.01 0.00
H -1.515445 6.728625 -1.075422 0.00 0.00 0.02
H 0.773699 5.829281 -0.739315 0.00 -0.01 -0.02
H 2.177691 4.298107 -0.250953 -0.01 0.02 0.01
H 1.520356 1.569183 -1.440221 0.13 -0.02 0.03
H 3.144754 2.121565 -1.061066 -0.02 -0.06 -0.01
H 2.165868 2.978340 -2.266101 0.01 0.04 0.02
H 1.165296 1.905196 1.344399 -0.04 -0.02 0.04
H 1.405236 3.554307 1.932273 0.01 -0.03 0.04
H 2.786710 2.572712 1.396957 0.01 0.01 -0.01
H -3.181433 1.626755 0.073893 0.03 -0.03 -0.05
H -4.697954 4.187533 0.727223 0.01 0.00 0.00
H -3.625012 3.317040 1.829058 -0.01 0.00 0.00
H -5.102037 2.544018 1.231512 0.00 0.01 0.00
H -4.804962 3.467926 -1.740227 -0.01 -0.01 0.00
H -5.287079 1.853999 -1.196470 0.00 0.01 0.00
H -3.909946 2.051722 -2.290332 -0.01 -0.01 0.02
F 5.627660 -3.029890 -0.514693 -0.10 -0.03 -0.01
Te 3.916302 -1.913989 -0.649325 0.50 -0.07 -0.41
F 4.447385 -1.945407 -2.472614 -0.05 0.00 0.08
F 5.127600 -0.339152 -0.617808 -0.06 0.05 0.04
F 1.619482 -0.604090 2.299851 -0.27 0.22 -0.10
F 2.941022 -3.572876 -1.209949 -0.04 0.05 0.07
O 2.465389 -0.797696 -1.302980 -0.17 -0.12 0.11
```
Forces are in eV/Å.

## Properties
**Spin multiplicity**: 2
**Calculated total energy**: -2117.928511 Ha
**Total charge**: -2
**HOMO-LUMO gap (spin up / spin down)**: 0.2056 / 0.2452 Eh

Results of the Mulliken charge analysis, in e, for atoms 1 through 4: 2.009 -1.554 0.427 -1.209

=====

Computed, not measured: a structure of composition C26H36NbO19 in a non-equilibrium geometry, with ωB97M-V/def2-TZVPD.

```
82
Properties=species:S:1:pos:R:3:forces:R:3
O -3.364408 0.024704 0.347317 3.59 -0.66 0.32
C -2.216523 -0.174526 0.831246 -2.27 0.39 1.44
C -2.104272 -0.222065 2.427630 1.20 1.31 -1.74
Nb -1.605322 -2.405748 3.042906 -0.04 0.17 0.72
C -0.895317 -0.426930 -0.059762 2.71 0.06 -1.63
C 0.162451 0.699586 -0.116568 0.46 -3.23 -1.63
C 1.461409 0.481105 -0.918150 -1.64 -2.02 0.06
C 1.750551 -0.846769 -1.677246 -3.49 0.77 1.90
C 0.671795 -1.949957 -1.651667 -0.17 3.12 1.74
C -0.622680 -1.727118 -0.847485 1.93 2.08 -0.25
H -1.242142 0.431363 2.828287 -0.98 -1.06 -0.76
H -3.049908 0.147375 2.949394 1.05 -0.69 -1.03
H -3.286090 -2.712817 3.655221 -0.59 -0.29 -0.11
H -1.073455 -1.804986 4.672899 -0.02 0.39 0.54
H 0.053629 -2.101185 2.288361 0.13 -0.21 -0.34
H -2.225851 -2.902580 1.375207 -0.25 0.03 -0.13
H -1.031949 -4.090427 3.419916 0.33 0.13 -0.59
H -0.027514 1.682386 0.439427 0.41 -1.67 -0.94
H 2.242420 1.331351 -0.928952 -1.51 -1.66 0.03
H 2.737182 -0.991699 -2.236564 -1.82 0.30 0.80
H 0.870181 -2.934532 -2.202931 -0.48 1.63 0.99
H -1.400267 -2.553716 -0.832713 1.16 1.29 0.14
C 2.008981 -3.955160 7.898548 0.17 0.08 0.71
C 2.637535 -3.665720 6.568110 0.68 0.32 -0.28
O 1.771107 -4.320746 5.654584 -0.28 -0.10 0.38
C 0.557213 -4.433196 6.262294 -1.23 -0.33 -0.87
O -0.441518 -4.784564 5.711705 0.91 0.05 0.80
O 0.632293 -4.090128 7.580258 0.13 -0.01 -0.29
H 2.163746 -3.149082 8.617639 -0.20 -0.07 -0.04
H 2.364947 -4.893785 8.334525 0.00 0.02 -0.04
H 2.653189 -2.596736 6.336250 -0.04 -0.06 0.03
H 3.652284 -4.059849 6.491552 -0.14 -0.05 -0.16
C -1.064534 1.022139 -3.648249 -0.18 0.11 1.17
C -1.394400 -0.251980 -4.359194 -0.25 -0.84 0.55
O -1.487474 0.155824 -5.721087 0.27 0.67 -0.37
C -0.751139 1.292803 -5.849579 0.21 0.41 -0.38
O -0.480047 1.807696 -6.900525 -0.21 -0.35 0.60
O -0.361804 1.769497 -4.638149 -0.07 -0.24 -1.00
H -0.441219 0.858683 -2.768290 0.07 0.10 -0.19
H -1.957315 1.579329 -3.352973 0.04 -0.09 -0.10
H -0.601617 -1.000107 -4.266969 0.00 0.10 -0.02
H -2.334265 -0.687781 -4.018419 0.04 0.11 -0.19
C 5.904252 3.769024 -2.749406 0.44 0.56 -0.42
C 5.939712 2.270110 -2.758534 0.48 -0.52 -0.57
O 5.237371 1.928880 -1.571500 -0.20 0.44 -0.04
C 4.425683 2.974728 -1.269728 -0.94 0.22 0.81
O 3.574414 2.943989 -0.427368 0.83 0.12 -0.68
O 4.702203 4.055633 -2.047718 -0.12 -0.51 0.31
H 5.877807 4.192224 -3.754496 -0.17 0.05 0.16
H 6.745493 4.204709 -2.202425 -0.05 -0.05 0.00
H 5.413316 1.842718 -3.616852 -0.01 0.05 0.07
H 6.957103 1.876764 -2.735635 -0.16 -0.08 0.17
C 4.882735 -0.250370 0.642847 -0.30 1.07 0.02
C 4.432245 -1.508513 -0.011624 -0.83 -0.36 -0.43
O 5.525827 -2.394159 0.198898 0.60 0.22 0.55
C 6.201680 -1.938243 1.290123 0.55 -0.41 0.42
O 7.079122 -2.540052 1.842751 -0.57 0.43 -0.40
O 5.752473 -0.710513 1.671006 0.32 -0.80 -0.07
H 4.052531 0.318949 1.063347 0.17 -0.04 0.08
H 5.446624 0.391092 -0.035942 -0.02 -0.13 0.17
H 3.540593 -1.928316 0.462498 0.03 0.02 -0.09
H 4.239583 -1.372466 -1.073895 0.24 -0.24 0.16
C -5.682570 0.201305 -7.166856 -0.43 -0.52 -0.44
C -5.056403 1.527157 -7.479004 0.12 0.42 -0.75
O -4.764626 2.053953 -6.192810 -0.06 -0.42 0.34
C -4.663833 0.997517 -5.340509 0.44 0.06 0.97
O -4.262356 1.073427 -4.216472 -0.33 -0.05 -0.86
O -5.076772 -0.156063 -5.933142 0.17 0.46 0.19
H -5.476256 -0.548335 -7.932204 0.05 -0.04 0.22
H -6.764685 0.272696 -7.021845 0.05 0.02 0.01
H -4.122906 1.427677 -8.040553 -0.03 -0.02 0.08
H -5.730297 2.188342 -8.026070 0.09 0.07 0.20
C -5.003073 3.750093 3.909772 -0.23 0.56 -0.48
C -4.969665 2.267081 3.698259 -0.25 -0.50 -0.76
O -4.070821 1.819956 4.704130 0.00 0.60 0.50
C -4.070156 2.759073 5.687931 0.55 -0.44 0.84
O -3.550594 2.618588 6.757278 -0.43 0.22 -0.77
O -4.738571 3.881440 5.299843 0.16 -0.33 0.20
H -5.970317 4.186345 3.655490 0.09 0.04 0.20
H -4.220297 4.270663 3.350305 -0.02 -0.06 0.03
H -5.944545 1.798307 3.861574 0.06 0.03 0.02
H -4.607877 1.995113 2.705030 0.09 -0.15 0.18
```
Forces are in eV/Å.

## Properties
**Calculated total energy**: -2498.552042 Ha
**Total charge**: -1
**HOMO-LUMO gap**: 0.2512 Eh

Results of the Mulliken charge analysis, in e, for atoms 1 through 4: -0.661 0.067 -1.333 -0.863

=====

Computed, not measured: a structure of composition C26H37As3NRe, with ωB97M-V/def2-TZVPD.

```
68
Properties=species:S:1:pos:R:3:forces:R:3
Re 0.610066 -0.990909 -0.641418 0.19 -0.02 0.06
C -2.393094 -3.970900 -1.233666 0.00 0.03 0.02
C -1.875866 -4.652835 -2.330136 -0.01 -0.01 0.00
C -0.676399 -4.259340 -2.926356 0.03 0.02 0.00
C 0.009285 -3.169419 -2.428117 0.04 -0.01 -0.07
C -0.519756 -2.462446 -1.315148 -0.04 -0.06 0.02
C -1.718707 -2.873217 -0.720673 -0.05 0.02 0.08
C 1.293498 -2.667533 -2.943576 0.02 -0.05 -0.06
C 2.026288 -3.215616 -3.989542 -0.07 0.00 0.04
C 3.234023 -2.648115 -4.330598 0.05 0.03 -0.01
C 3.727288 -1.521960 -3.643520 0.00 -0.02 -0.02
C 4.963443 -0.905462 -3.956572 0.00 -0.01 -0.01
C 5.386175 0.186527 -3.253253 0.00 0.01 0.01
C 4.590665 0.712816 -2.213699 0.03 0.01 0.00
C 3.386924 0.139102 -1.893321 -0.03 -0.04 -0.01
C 2.942981 -0.990669 -2.598485 0.04 0.06 0.04
N 1.743587 -1.585316 -2.270758 -0.10 -0.04 -0.01
H -3.319957 -4.298408 -0.782028 0.00 0.01 0.00
H -2.408160 -5.507446 -2.726746 0.00 0.00 0.00
H -0.297923 -4.819903 -3.770823 0.00 0.00 0.01
H -2.122345 -2.346642 0.137938 -0.01 0.00 -0.01
H 1.657180 -4.081324 -4.519134 0.00 0.00 0.00
H 3.819956 -3.071391 -5.138155 0.00 0.00 0.00
H 5.564658 -1.314215 -4.758802 0.00 0.00 0.00
H 6.330648 0.656704 -3.488854 0.00 0.00 0.00
H 4.939283 1.580705 -1.669541 0.00 0.00 0.00
H 2.781053 0.573157 -1.092707 -0.01 0.01 0.01
C -0.990899 -1.470744 2.894885 -0.02 -0.07 -0.09
As 0.356174 -0.506763 1.896419 -0.04 0.05 0.19
C 2.022659 -1.064227 2.712757 0.04 -0.05 -0.08
C 0.309570 1.402433 2.313507 -0.03 0.09 -0.07
C -0.769240 2.286550 1.669013 -0.16 -0.07 -0.13
C -0.636266 3.690833 2.279101 0.03 0.01 -0.01
C -0.506639 2.480062 0.160162 0.17 -0.01 0.10
As -0.800344 1.021600 -1.103905 -0.23 0.32 -0.04
C -0.221101 1.745301 -2.797861 0.09 -0.09 -0.01
C -2.669892 0.611635 -1.352553 0.01 -0.09 -0.02
C -2.180622 1.721612 1.875364 0.23 0.22 0.16
As -3.115788 1.554061 3.647749 -0.54 -0.60 0.05
C -1.770769 1.599601 5.070387 0.13 0.25 -0.15
C -3.864620 3.339983 3.840654 0.29 0.11 -0.04
H -0.768518 -1.349476 3.954235 0.01 0.04 0.00
H -0.919929 -2.526323 2.637400 0.01 -0.02 0.01
H -1.992525 -1.101693 2.686802 -0.01 0.04 0.02
H 2.025648 -0.723574 3.748247 -0.03 0.01 -0.01
H 2.871480 -0.625858 2.190276 0.02 0.01 0.02
H 2.097878 -2.149936 2.691469 0.01 -0.01 0.01
H 1.308379 1.770459 2.060494 0.02 0.00 0.00
H 0.229357 1.446288 3.400617 -0.04 -0.05 0.02
H 0.343493 4.123151 2.068332 0.01 0.01 -0.01
H -0.760427 3.660509 3.359132 -0.02 -0.01 -0.01
H -1.396139 4.359059 1.871384 0.00 -0.02 0.01
H 0.523882 2.804056 -0.015986 0.02 0.01 -0.05
H -1.153364 3.275090 -0.223248 -0.03 -0.04 -0.03
H -0.832291 2.619952 -3.021767 -0.02 0.00 0.03
H -0.359975 0.995627 -3.574602 0.00 0.01 -0.02
H 0.826308 2.036818 -2.742649 0.00 0.01 -0.01
H -3.211982 1.554415 -1.425831 0.03 0.02 0.01
H -3.064935 0.022531 -0.530950 0.00 0.02 0.02
H -2.761991 0.060164 -2.286889 -0.01 0.00 -0.01
H -2.232127 0.715438 1.444041 0.01 -0.05 -0.01
H -2.894225 2.326264 1.306432 0.01 0.01 -0.02
H -1.169847 0.691991 5.086101 0.02 -0.02 0.01
H -2.340964 1.624110 5.999388 -0.01 -0.01 -0.02
H -1.131035 2.480564 5.045197 0.05 -0.04 0.10
H -4.539871 3.541565 3.010946 0.00 0.00 0.00
H -3.090313 4.104004 3.890246 -0.09 0.07 0.01
H -4.442956 3.356952 4.763186 0.01 -0.02 -0.01
```
Forces are in eV/Å.

## Properties
**Spin multiplicity**: 4
**ΔE to the lowest compared entry with this formula, charge and spin**: 0.0 kcal per mole
**Calculated total energy**: -7852.239218 Ha
**Total charge**: +3
**HOMO-LUMO gap (spin up / spin down)**: 0.1624 / 0.1483 Eh

Results of the natural (NBO) charge analysis, in e, for atoms 1 through 4: 1.064 -0.163 -0.095 -0.143